No. 1
{"formula": "C36H42AsBF4N8O2S7W", "method": "ωB97M-V with the def2-TZVPD basis set", "charge": -2, "relative_energy_ev": 1.5599, "e_lumo_ev": [4.071, 3.251], "gap_ev": [6.44, 5.95], "total_energy_ev": -204098.8989, "multiplicity": 3, "elements": ["H", "C", "H", "H", "C", "C", "H", "H", "C", "C", "H", "C", "H", "C", "W", "H", "C", "C", "C", "S", "C", "S", "H", "C", "C", "C", "C", "H", "O", "C", "H", "C", "C", "H", "H", "H", "C", "H", "C", "C", "C", "H", "N", "As", "C", "H", "S", "C", "C", "H", "C", "H", "N", "S", "H", "H", "C", "F", "C", "S", "H", "F", "H", "H", "O", "C", "N", "H", "S", "H", "C", "C", "N", "H", "H", "H", "H", "F", "H", "H", "S", "C", "B", "N", "H", "H", "C", "H", "H", "H", "N", "H", "H", "H", "H", "C", "N", "H", "F", "C", "C", "N"], "xyz": [[0.858411, -2.965301, 4.680503], [0.765836, -1.952311, 4.332011], [-4.913105, 2.618209, 4.665487], [4.080938, 1.084611, -3.253775], [-0.400468, -1.300082, -6.359423], [7.851692, -0.970532, -1.364945], [-6.751071, 0.999456, 2.560808], [0.002846, -4.079527, 2.899042], [6.475620, -0.918694, -0.758083], [1.965602, -1.614479, -6.748627], [-3.410909, 5.197493, 0.736920], [-6.243740, 0.901051, 4.653501], [-4.671644, 3.906933, -3.794541], [-3.185863, 2.450805, 2.564436], [1.064805, 0.639802, 0.872275], [-3.945377, 0.170980, 3.424429], [5.530252, -0.030595, -1.234878], [4.241622, 0.015063, -0.706337], [2.137544, -1.559219, -5.379542], [3.138134, 4.175542, -0.292563], [0.296960, -6.164178, 1.194664], [-2.198514, 1.954172, 3.828521], [-2.001502, 3.988575, 2.067085], [3.849352, -0.846796, 0.322730], [6.109404, -1.746675, 0.300865], [2.174532, 2.845249, -1.141725], [-4.035300, 3.477122, -3.017814], [2.808607, -1.754064, -7.413096], [4.483911, -0.557286, -4.704313], [0.490663, -0.778038, 4.993710], [0.276427, -0.645224, 6.038473], [0.671068, -1.483011, -7.234146], [-3.428427, 3.497374, -0.566091], [8.414731, -1.820308, -0.976929], [0.890641, -6.932690, 0.696140], [1.996740, -5.188115, -0.706794], [3.494866, 1.564472, -2.487118], [6.833928, -2.439953, 0.714707], [2.056844, -2.219234, 0.938197], [-6.092412, 0.411850, 3.213486], [-4.284437, 4.121467, -1.659202], [5.792489, 0.639253, -2.042794], [2.549297, -0.906491, 0.814198], [1.740834, 4.504776, 1.515533], [-3.679449, 4.140464, 0.795615], [7.794352, -1.071652, -2.450185], [-0.647066, 1.564840, 0.016804], [1.801174, -4.469327, 0.081570], [0.715255, -3.872032, 2.110969], [0.491149, -1.519480, -8.301877], [0.536144, 0.202822, 4.008538], [-4.545868, -0.266074, 1.848639], [3.333321, 0.933296, -1.251983], [-0.128776, 4.845123, 0.578287], [-6.194977, 2.694037, 5.872786], [4.561829, -2.364394, 1.640416], [-4.669418, 0.450571, 2.660636], [-2.168351, -2.591293, 2.511733], [1.259119, -2.596600, 2.013772], [0.482596, -1.103881, -1.835567], [-5.567234, 0.321890, 5.289377], [-1.736210, -3.356287, 0.387971], [-5.346106, 4.035847, -1.396765], [8.421219, -0.063770, -1.145612], [4.197042, -2.985057, -4.548034], [-0.204182, -1.242326, -4.987060], [0.815015, -0.337249, 2.822435], [0.383534, 1.263038, 4.081805], [3.608607, -1.675050, -4.400837], [2.889310, -2.912876, -0.905921], [2.769520, 2.681436, -2.495564], [0.984162, -4.828369, 1.152343], [2.890434, -1.482324, -2.972760], [-4.702813, 2.047992, 1.302578], [-1.401753, -1.198162, -6.760141], [-3.604120, 2.417605, -0.523608], [-4.226294, 2.402947, -2.977386], [-0.968232, -1.279986, 1.055214], [-6.444543, -0.621845, 3.151198], [1.126982, 3.143182, -1.087806], [1.894790, 2.315360, 2.266074], [4.837255, -1.700684, 0.830727], [-2.035155, -2.225186, 1.153775], [0.951451, -1.667215, 3.036296], [2.665719, 3.390112, -3.298247], [-1.018069, -1.093582, -4.289210], [1.569058, -1.326292, -3.073173], [-0.668704, -6.096777, 0.687808], [-6.569355, 2.992736, 4.171072], [-7.260753, 0.675772, 4.994147], [-2.918871, 3.590054, 1.898362], [-2.994686, 3.608343, -3.319185], [-4.068504, 5.193970, -1.715883], [-2.370629, 3.614488, -0.806141], [0.110119, -6.485171, 2.220800], [-5.962127, 2.387554, 4.850064], [2.396437, 1.548808, -0.513254], [-4.748136, 4.109956, 1.045497], [-3.223388, -1.633596, 0.696864], [1.087924, -1.376460, -4.503839], [2.307503, -3.193078, -0.036517], [-4.289038, 1.772383, 2.177410]], "atomic_forces_ev_per_a": [[0.00, 0.00, 0.01], [-0.01, -0.02, 0.01], [0.01, 0.00, 0.00], [0.02, 0.01, 0.00], [0.01, 0.00, -0.03], [0.02, 0.01, 0.00], [-0.01, -0.02, -0.02], [-0.02, 0.00, -0.01], [-0.02, -0.01, 0.00], [-0.03, -0.02, -0.01], [0.01, 0.00, 0.00], [0.00, 0.01, -0.01], [0.00, 0.01, 0.00], [-0.04, 0.03, -0.18], [1.36, 0.55, 0.06], [-0.02, -0.01, 0.00], [-0.02, 0.01, 0.05], [-0.01, -0.06, 0.02], [-0.01, 0.02, -0.03], [0.01, 0.04, 0.03], [-0.01, -0.01, -0.01], [-0.04, 0.10, 0.22], [0.01, -0.06, -0.07], [0.06, 0.05, -0.04], [0.04, 0.00, 0.00], [-0.01, -0.08, -0.04], [0.01, 0.00, 0.00], [0.00, 0.00, 0.00], [-0.01, -0.04, 0.01], [-0.01, -0.02, 0.02], [-0.01, 0.00, 0.00], [-0.01, 0.00, 0.00], [-0.01, -0.01, 0.01], [0.00, 0.00, 0.00], [0.00, 0.00, 0.00], [0.00, 0.00, 0.00], [-0.02, -0.06, 0.00], [0.00, -0.01, -0.01], [0.04, -0.08, 0.22], [-0.01, 0.02, -0.01], [-0.01, 0.00, 0.01], [0.00, 0.01, -0.01], [-0.49, 0.09, -0.23], [0.05, 0.01, -0.07], [-0.02, 0.03, 0.02], [0.00, 0.00, 0.00], [-0.06, -0.39, 0.23], [-0.02, 0.00, -0.02], [0.01, 0.02, -0.02], [0.00, 0.00, 0.00], [-0.04, 0.00, -0.08], [-0.02, 0.02, -0.02], [-0.06, 0.00, -0.06], [0.03, 0.00, 0.02], [0.00, 0.00, 0.00], [0.00, -0.01, -0.01], [0.03, -0.02, -0.01], [0.00, 0.00, 0.02], [-0.10, -0.08, -0.15], [-0.14, 0.14, -0.16], [0.00, -0.01, 0.00], [-0.01, -0.03, -0.01], [0.00, -0.02, 0.00], [0.00, 0.00, 0.00], [0.00, 0.05, -0.01], [0.03, -0.01, 0.02], [-0.22, -0.15, 0.16], [-0.02, 0.01, 0.00], [0.06, -0.04, -0.03], [0.01, 0.00, 0.00], [-0.03, 0.05, 0.03], [0.00, -0.01, 0.02], [-0.05, -0.02, 0.07], [0.03, -0.02, -0.02], [0.00, 0.00, -0.01], [-0.01, 0.00, 0.00], [-0.01, 0.00, 0.00], [-0.23, -0.24, -0.13], [0.02, -0.01, 0.02], [-0.01, -0.05, -0.02], [-0.18, 0.16, 0.08], [-0.03, 0.01, 0.01], [0.02, 0.01, 0.03], [0.12, 0.07, 0.06], [0.02, 0.02, 0.01], [0.00, 0.00, 0.00], [0.06, -0.06, -0.05], [0.00, 0.01, 0.00], [0.00, 0.00, 0.00], [0.00, 0.01, 0.00], [-0.02, -0.01, 0.08], [0.00, 0.00, 0.00], [-0.01, 0.01, 0.00], [0.01, 0.00, -0.01], [0.00, 0.00, 0.00], [0.00, 0.00, 0.00], [-0.01, 0.05, -0.15], [0.00, 0.00, 0.00], [0.00, 0.01, 0.00], [0.00, 0.03, 0.07], [0.04, 0.01, 0.04], [-0.02, 0.01, 0.05]], "mulliken_charge": [0.531, 0.057, 0.142, 0.517, -0.642, -1.652, 0.294, 0.239, 0.725, -0.688, 0.447, -0.433, 0.388, 0.170, 0.704, 0.582, -0.416, 0.224, -0.053, -0.228, -1.807, -0.467, 0.193, -0.566, -1.009, 0.043, -1.186, 0.427, -0.736, -1.755, 0.420, -0.425, 0.714, 0.346, 0.415, 0.365, -0.184, 0.313, -0.517, -0.857, -0.687, 0.570, 0.150, 0.226, -1.638, 0.322, 0.115, -1.122, -0.068, 0.364, -0.399, 0.125, 0.700, -0.506, 0.372, 0.458, -0.616, -0.381, -0.102, -0.402, 0.267, -0.377, 0.325, 0.321, -0.729, -0.670, -0.296, 0.767, 1.012, 0.636, -1.646, 0.788, -0.096, 0.187, 0.387, 0.399, 0.292, 0.366, 0.336, -0.055, -0.488, -0.255, 0.261, 0.750, 0.575, 0.510, 0.996, 0.286, 0.245, 0.351, 0.108, 0.262, 0.305, -0.096, 0.382, -0.917, 0.146, 0.376, -0.434, -0.077, 0.287, 0.097]}

No. 2
{"formula": "C36H42AuN4O4P2S2", "method": "ωB97M-V with the def2-TZVPD basis set", "charge": 1, "e_lumo_ev": -2.821, "gap_ev": 7.54, "total_energy_ev": -96097.8178, "elements": ["N", "O", "C", "H", "C", "P", "C", "C", "H", "C", "H", "H", "H", "Au", "C", "C", "H", "H", "H", "C", "C", "N", "C", "C", "H", "H", "H", "C", "H", "C", "C", "C", "C", "P", "H", "H", "H", "C", "O", "C", "H", "C", "C", "H", "C", "C", "H", "H", "H", "H", "H", "C", "H", "H", "C", "C", "H", "H", "H", "C", "N", "H", "S", "N", "H", "S", "H", "C", "H", "H", "O", "H", "C", "H", "C", "H", "H", "C", "H", "H", "C", "H", "O", "C", "H", "H", "C", "C", "C", "H", "C"], "xyz": [[-2.142141, 0.067821, 0.371329], [5.115359, 0.541621, -2.001871], [-2.715341, -3.278579, 1.585129], [-3.850641, 5.426421, 1.559029], [-3.561141, 4.712021, 0.802929], [-1.131441, -1.382079, 0.338429], [3.098459, -1.996879, -0.619371], [-4.412341, -4.614079, 0.546329], [3.858259, -2.708179, -0.923871], [0.213159, -2.697879, -3.256571], [-4.201441, 3.889721, -2.414371], [7.507559, -0.080179, -0.533371], [-4.497841, -0.899579, -0.588371], [0.907459, 0.813521, -0.149671], [6.042059, -1.476079, 0.277229], [-2.263641, 2.802421, 0.135329], [0.691859, -3.595279, -3.617071], [2.461759, -2.440979, 0.147829], [-2.939841, -2.586879, -1.723671], [-0.765341, -1.435879, -1.456671], [7.058559, -0.102179, -3.680771], [6.029259, 1.268921, 1.675629], [-2.625441, 3.738421, 1.102429], [-5.956041, 0.003121, 0.689629], [-3.545541, -0.745279, 1.719629], [-1.726241, 0.081521, 3.197929], [7.630259, 0.755621, -3.338671], [4.950159, 0.683521, 0.971729], [-2.136441, -3.007779, 2.460229], [-4.596941, 0.013321, 0.003329], [-0.695141, 1.720021, 2.271929], [-1.006441, -0.386479, -2.333071], [6.144259, 0.242721, -4.837971], [-1.156041, 1.418421, 0.537229], [5.536159, -0.624479, -5.085471], [-6.385241, 1.471921, 4.124929], [2.479259, -1.769679, -1.484271], [0.224759, 2.754321, 2.455829], [5.276859, -1.815679, -2.659571], [-4.137941, 4.761421, -0.454971], [-3.901841, -4.723979, 2.625129], [3.721559, 1.248721, 0.743729], [-1.044141, 0.908321, 3.340429], [1.479459, 3.792121, 3.835629], [-3.456541, 0.092321, 1.018829], [-0.042441, -1.649079, -4.125771], [-2.530941, 2.173321, -1.905171], [6.594559, -1.528979, 1.221629], [7.662059, -1.761279, -1.114671], [0.236359, -1.731379, -5.163471], [7.707859, -0.945279, -3.897971], [-6.060941, 0.722721, 3.410129], [-2.193441, 3.703921, 2.093129], [5.478959, 1.055521, -4.553271], [6.967659, -0.975279, -0.832671], [-0.141641, -2.589679, -1.925071], [0.044259, -3.405679, -1.241271], [-1.491541, 0.508421, -1.974071], [-3.553641, 1.032621, 1.576329], [-0.650441, -0.494079, -3.663971], [4.905759, -0.593979, 0.444929], [-4.882441, 5.507721, -0.679971], [5.951759, -0.589179, -2.323671], [2.949259, 0.351321, 0.100129], [-5.024641, 0.455821, 3.593829], [-6.229141, 1.467721, 1.759229], [-6.702541, -0.150479, 3.475429], [0.391959, 2.195221, 4.774429], [-5.176541, -5.373479, 0.613329], [-6.745541, 0.024621, -0.059871], [7.102959, 0.700121, 1.662229], [-6.081041, -0.882079, 1.311429], [0.764459, 2.994421, 3.700929], [0.812959, 2.383821, 5.750529], [-2.820341, 2.880121, -1.140471], [0.505159, 3.361521, 1.603329], [5.669059, -2.468979, 0.020629], [-4.134241, -4.016179, -0.673071], [-4.536441, 0.867521, -0.673871], [-0.779841, 0.530721, 5.430929], [-0.503841, 1.155721, 4.593529], [3.378359, 2.227321, 1.013229], [5.785859, 2.300921, 2.257929], [-2.450741, -2.655179, 0.367929], [-0.843941, 0.324921, -4.341171], [6.716959, 0.542421, -5.711371], [3.671659, -0.751679, -0.073971], [-3.698141, -4.249179, 1.676229], [-3.160441, -3.039379, -0.766971], [-4.678641, -4.310179, -1.558271], [-3.759741, 3.851921, -1.429371]], "atomic_forces_ev_per_a": [[0.86, 0.27, 0.37], [0.28, 0.38, -0.23], [0.09, 0.05, -0.07], [-0.02, 0.04, 0.05], [-0.10, 0.08, -0.04], [-0.69, -0.29, -0.41], [0.03, -0.21, -0.05], [0.01, -0.02, 0.06], [-0.06, -0.01, -0.02], [0.03, -0.07, 0.01], [-0.03, 0.04, -0.06], [-0.01, 0.03, -0.05], [0.03, 0.09, -0.04], [0.50, 0.14, -0.03], [0.36, -0.50, -0.19], [0.36, 0.00, -0.12], [0.03, -0.11, -0.05], [-0.05, -0.06, 0.02], [-0.05, 0.02, -0.04], [0.22, -0.09, 0.18], [-0.40, -0.21, 0.63], [-0.11, 0.17, 0.17], [0.07, -0.15, 0.01], [0.05, 0.47, 0.11], [0.02, 0.16, 0.05], [-0.06, -0.05, 0.00], [0.11, 0.03, 0.12], [-1.37, 0.19, -0.42], [0.01, 0.01, 0.05], [0.06, -0.06, 0.28], [0.11, -0.02, -0.14], [-0.15, -0.06, 0.09], [-0.25, 0.00, -0.05], [-0.73, 0.12, 0.49], [-0.03, -0.01, -0.18], [0.00, 0.02, 0.10], [0.01, 0.04, -0.05], [-0.14, -0.05, -0.01], [0.11, -0.38, -0.28], [0.02, 0.01, 0.03], [-0.01, -0.04, 0.05], [1.02, 0.12, 0.43], [-0.12, 0.03, -0.19], [0.03, 0.08, 0.04], [-0.50, 0.01, -0.23], [0.03, 0.06, -0.10], [-0.04, -0.01, -0.05], [-0.14, -0.05, -0.33], [0.11, -0.05, -0.04], [0.04, -0.02, -0.15], [0.09, -0.09, 0.07], [0.05, 0.14, -0.56], [-0.03, -0.03, -0.01], [0.01, 0.05, -0.09], [-0.35, 0.27, -0.76], [-0.03, 0.16, -0.03], [0.06, -0.16, 0.06], [-0.04, -0.10, -0.10], [-0.06, -0.25, 0.04], [0.08, -0.02, -0.21], [-0.39, 0.29, 0.44], [-0.08, 0.12, -0.02], [0.66, 0.05, 0.43], [-0.09, -0.12, -0.23], [0.08, -0.08, 0.17], [-0.16, -0.15, 0.02], [-0.04, -0.06, 0.12], [0.04, -0.01, 0.05], [-0.06, -0.07, 0.00], [-0.04, -0.13, 0.04], [0.42, -0.15, 0.04], [-0.06, -0.09, -0.02], [0.02, 0.05, 0.06], [0.02, -0.01, 0.08], [0.08, -0.01, 0.07], [0.10, 0.11, 0.01], [-0.01, 0.17, 0.11], [-0.10, 0.00, -0.11], [0.05, -0.02, -0.01], [-0.01, -0.03, 0.03], [0.02, 0.01, 0.14], [0.02, 0.14, 0.09], [0.06, 0.25, 0.05], [0.30, -0.02, 0.12], [-0.02, 0.05, -0.06], [0.08, -0.02, 0.00], [-0.12, -0.20, 0.21], [-0.10, -0.05, 0.09], [0.04, -0.05, 0.08], [-0.06, -0.04, -0.06], [0.00, -0.07, -0.10]], "mulliken_charge": [0.418, -0.618, -0.477, 0.440, -0.814, -0.308, -1.212, -0.597, 0.385, -0.624, 0.453, 0.521, 0.031, 0.272, -1.039, 1.328, 0.483, 0.396, 0.511, 0.721, -0.409, 1.082, -0.622, -1.119, 0.402, 0.240, 0.378, 0.134, 0.463, -0.110, 0.684, 0.854, -1.193, 0.512, 0.326, 0.379, 0.064, -0.063, -0.673, -0.597, 0.451, -0.864, -0.415, 0.462, -1.309, -0.685, 0.275, 0.423, 0.585, 0.422, 0.380, -0.754, 0.364, 0.324, -0.988, -0.753, 0.498, -0.357, 0.792, -0.617, 0.291, 0.416, 1.197, -0.432, 0.147, -0.090, 0.286, -0.571, 0.434, 0.496, -0.646, 0.421, -0.847, 0.420, -0.713, 0.640, 0.515, -0.727, 0.229, 0.456, -0.726, 0.627, -0.630, 0.739, 0.467, 0.406, 0.534, -0.656, -0.569, 0.436, -0.786]}